# C42H14Cl3F15GeN6OSV

A structure of composition C42H14Cl3F15GeN6OSV at a distorted geometry (ωB97M-V/def2-TZVPD, the OMol25 dataset).

```
84
Properties=species:S:1:pos:R:3:forces:R:3
Ge -0.7265 2.3780 2.5381 0.37 1.01 0.66
V 0.0554 -0.5485 -0.4384 -3.27 -0.13 0.94
Cl 2.1048 1.7613 -2.7619 0.00 -0.04 0.04
Cl 3.4853 -2.1078 0.7576 -0.06 0.04 -0.02
Cl 7.2466 0.8213 -1.6537 0.16 0.04 -0.03
S -1.0303 0.5818 1.0282 0.74 -1.03 -1.00
F -4.8790 4.4583 0.2634 -0.01 0.01 -0.06
F 3.2982 6.2702 0.3184 0.10 0.10 -0.06
F -2.3682 3.4440 0.2969 0.03 0.01 0.02
F -1.3993 -0.2096 3.9503 0.14 0.11 0.00
F -0.5530 -1.2008 6.3153 0.00 0.11 -0.02
F 1.8663 1.8673 0.8429 0.00 -0.22 0.04
F -5.3116 3.5652 4.8457 -0.01 -0.01 0.05
F 2.1520 2.5833 6.9384 0.03 0.05 0.03
F -6.3261 4.5045 2.5410 -0.11 0.05 0.00
F 1.4052 3.5442 4.5622 -0.03 0.13 -0.15
F 1.1736 0.2365 7.8244 0.05 -0.05 0.10
F -0.7221 5.4427 2.5243 0.05 -0.13 -0.03
F -2.8250 2.5530 4.9101 0.08 -0.03 -0.01
F 1.1074 7.1761 1.6126 0.01 -0.05 0.00
F 3.6640 3.6238 -0.0795 0.12 -0.09 -0.08
O 1.6097 -0.4008 -0.8186 2.70 0.62 -0.25
N 0.3697 -4.6733 2.0678 -0.01 0.13 -0.11
N -0.9446 0.4203 -2.0105 0.06 0.05 0.06
N -0.4511 -2.0387 -1.7207 -0.17 0.15 0.12
N 0.0893 -2.2844 0.7257 0.05 0.07 0.01
N -2.2349 1.5219 -4.1833 0.09 -0.06 0.08
N -1.1871 -7.0963 -6.5079 0.04 0.20 0.19
C -3.0938 3.4921 1.4390 0.03 -0.05 0.14
C 0.2591 -2.3060 2.0552 0.03 0.04 -0.39
C -1.8473 0.2474 -4.1909 -0.13 0.40 -0.18
C 0.8988 2.3867 4.9701 -0.01 -0.09 -0.09
C -0.0070 1.6845 4.1846 -0.21 -0.27 -0.30
C -0.7072 -4.0401 -3.6083 -0.02 -0.04 -0.02
C 0.0541 -3.4609 0.0587 -0.04 0.34 0.04
C -0.3565 -4.3381 -2.2815 -0.03 -0.23 -0.18
C 4.6443 1.1545 -2.1375 0.23 0.15 -0.10
C -0.6597 -5.9155 -6.8418 -0.11 -0.22 0.18
C -0.4956 0.4868 4.6837 -0.14 -0.02 -0.15
C 0.5006 3.6062 1.6831 -0.16 -0.17 0.02
C -4.5848 3.5400 3.7495 -0.14 0.02 0.15
C 5.2591 -0.5589 -0.5303 0.34 -0.01 0.00
C -2.5311 3.0046 2.6104 0.11 -0.25 -0.20
C 0.7942 0.7007 6.6616 0.06 -0.06 0.17
C 0.3849 -3.5166 2.7201 0.02 -0.39 -0.15
C -1.2021 -0.3198 -3.1115 0.07 0.04 0.30
C -0.8591 -5.1006 -4.6076 0.03 0.13 0.07
C 3.9383 -0.8631 -0.3431 -0.79 -0.04 -0.03
C -1.5511 -7.2948 -5.2392 0.11 0.14 -0.22
C 1.2765 5.8844 1.4211 0.02 0.27 -0.02
C -0.2354 -3.3253 -1.3707 -0.03 0.37 0.07
C -1.3986 -6.3304 -4.2498 -0.06 -0.24 0.07
C 2.5879 4.0650 0.5581 0.05 0.02 -0.06
C 2.4025 5.4227 0.7582 0.08 0.10 -0.03
C -1.3170 1.7102 -2.0061 0.28 -0.32 0.06
C -5.1090 4.0260 2.5631 -0.20 0.09 0.01
C -1.9717 2.2484 -3.1028 -0.08 -0.16 -0.36
C -0.4851 -4.8828 -5.9293 0.03 0.06 -0.23
C -0.9547 -2.6983 -3.9402 0.04 -0.17 -0.21
C 2.9436 -0.1572 -1.0469 0.33 0.21 0.03
C 1.6428 3.1854 1.0277 -0.06 0.11 0.07
C 0.2073 -4.6466 0.7442 0.11 -0.21 0.45
C -3.3053 3.0252 3.7637 0.14 -0.04 -0.06
C 3.3225 0.8616 -1.9398 -0.67 -0.23 0.21
C 5.6100 0.4487 -1.4271 0.01 -0.05 0.03
C -0.1015 -0.0276 5.8925 -0.10 -0.28 0.09
C 1.2953 1.9077 6.2037 0.09 0.06 0.10
C -4.3640 4.0045 1.3921 -0.06 0.06 -0.15
C -0.8452 -1.7337 -2.9776 0.11 0.06 0.38
C 0.3433 4.9757 1.8712 -0.24 -0.12 0.05
H 0.4982 -3.5430 3.7972 0.00 -0.02 -0.01
H -2.2934 3.2824 -3.0946 -0.01 0.00 -0.02
H -0.3666 -5.7914 -7.8781 -0.01 -0.03 0.04
H -1.9818 -8.2612 -5.0027 0.01 0.04 -0.04
H 6.0285 -1.0947 0.0118 -0.07 0.01 -0.03
H -1.2594 -2.4385 -4.9448 -0.05 -0.04 0.03
H -1.0931 2.3099 -1.1380 0.01 -0.06 0.01
H -1.7399 -6.5340 -3.2383 0.04 0.00 -0.15
H -2.0730 -0.3323 -5.0777 -0.02 0.04 0.00
H -0.0307 -3.9483 -6.2478 -0.06 -0.13 0.02
H -0.1683 -5.3638 -1.9930 -0.02 0.03 -0.02
H 4.9346 1.9382 -2.8248 -0.02 -0.02 0.02
H 0.1956 -5.6008 0.2302 -0.01 0.02 0.05
H 0.2983 -1.3689 2.5821 -0.02 0.12 0.02
```
Forces are in eV/Å.

Computed properties:
Gap between HOMO and LUMO (spin up / spin down)   4.581 / 4.585 eV
Charge   +3
HOMO energy (spin up / spin down)   -16.2 / -16.2 eV

Here are the Löwdin charges for atoms 1 to 4, given in e: 0.97 0.76 0.82 0.81